(1)
Entry from the Open Molecules 2025 dataset: a structure of composition C16H11CuN5S at a distorted geometry (the ωB97M-V functional and the def2-TZVPD basis).

Structure (ORCA input):
```
! wB97M-V def2-TZVPD RIJCOSX def2/J DEFGRID3
* xyz 1 1
Cu -1.026 1.246 -0.890
N 0.635 -2.275 -1.573
C 1.881 -1.692 -1.523
C 3.165 -2.213 -1.462
C 4.210 -1.311 -1.427
C 3.987 0.072 -1.456
C 2.715 0.600 -1.492
C 1.651 -0.298 -1.514
N 0.302 -0.080 -1.543
C -0.276 -1.271 -1.594
C -1.716 -1.360 -1.647
C -2.554 -2.440 -1.716
S -4.192 -1.937 -1.752
C -3.662 -0.308 -1.668
N -2.380 -0.160 -1.610
H 0.451 -3.264 -1.619
H 3.332 -3.278 -1.444
H 5.224 -1.680 -1.374
H 4.835 0.738 -1.437
H 2.535 1.662 -1.521
H -2.310 -3.482 -1.730
H -4.352 0.512 -1.681
N -0.932 1.112 6.120
C -0.977 1.469 5.034
C -1.024 1.789 3.653
C 0.152 2.022 2.936
C 0.076 2.138 1.563
N -1.076 2.045 0.886
C -2.211 1.917 1.587
C -2.237 1.788 2.961
H 1.098 2.090 3.449
H 0.971 2.283 0.976
H -3.127 1.894 1.015
H -3.168 1.669 3.494
*
```

E_LUMO   -3.51 eV

Mulliken population analysis, charges in e, atoms 1 to 2: number 1, Cu, carries -0.2473; number 2, N, carries -0.0069

---

(2)
Entry from the Open Molecules 2025 dataset: a cluster of 2 separate species, C5H13N3O2 in total at a distorted geometry (the ωB97M-V functional and the def2-TZVPD basis).

Structure (ORCA input):
```
! wB97M-V def2-TZVPD RIJCOSX def2/J DEFGRID3
* xyz 0 1
H -1.413 -0.518 2.425
N -0.893 -0.446 1.557
C -0.448 0.681 1.179
N -0.969 1.886 1.688
N 0.390 0.771 0.055
C 1.551 1.681 0.256
C 2.597 1.177 1.238
H -1.100 2.581 0.973
H -0.883 2.116 2.658
H 0.698 -0.135 -0.314
H 1.195 2.675 0.474
H 1.971 1.676 -0.734
H 3.594 1.503 1.001
H 2.578 0.092 1.203
H 2.322 1.466 2.244
C -1.278 -2.245 -2.964
C -1.808 -2.112 -1.526
O -2.918 -2.339 -1.156
O -0.652 -2.038 -0.766
H -1.362 -1.190 -3.205
H -1.927 -2.886 -3.517
H -0.288 -2.743 -2.904
H -0.958 -1.654 0.138
*
```

E_LUMO   0.70 eV
Energy relative to the best compared isomer or geometry (same formula, charge and spin)   97.9 kJ/mol
SMILES string   [H]/N=C(\N)NCC.CC(=O)O

Mulliken population analysis, charges in e, atoms 1 to 2: number 1, H, carries 0.1749; number 2, N, carries -0.6726

---

(3)
Entry from the Open Molecules 2025 dataset: a cluster of 2 separate species, C5H16N3 in total (the ωB97M-V functional and the def2-TZVPD basis).

Structure (ORCA input):
```
! wB97M-V def2-TZVPD RIJCOSX def2/J DEFGRID3
* xyz 1 1
C -0.069 -1.989 -2.773
N -0.071 -1.390 -1.439
C 0.241 -2.060 -0.357
N 0.286 -1.537 0.838
H 0.741 -1.584 -3.375
H -1.017 -1.790 -3.269
H 0.042 -3.067 -2.687
H -0.259 -0.398 -1.370
H 0.494 -3.103 -0.505
H 0.114 -0.521 0.986
H 0.435 -2.155 1.619
C -1.289 1.774 1.564
N -0.125 1.279 0.835
C 0.029 1.996 -0.428
C 1.088 1.454 1.660
H -2.193 1.627 0.970
H -1.223 2.857 1.736
H -1.392 1.254 2.513
H 0.941 1.692 -0.942
H -0.818 1.763 -1.081
H 0.049 3.079 -0.262
H 1.947 0.996 1.171
H 0.933 0.970 2.625
H 1.294 2.515 1.839
*
```

E_LUMO   -2.86 eV
Energy relative to the best compared isomer or geometry (same formula, charge and spin)   87.8 kJ/mol

Mulliken population analysis, charges in e, atoms 1 to 2: number 1, C, carries -0.8389; number 2, N, carries -0.0721

---

(4)
Entry from the Open Molecules 2025 dataset: the molecule C29H34N2O at a distorted geometry (the ωB97M-V functional and the def2-TZVPD basis).

Structure (ORCA input):
```
! wB97M-V def2-TZVPD RIJCOSX def2/J DEFGRID3
* xyz 0 1
C 4.813 -2.607 10.026
N 3.910 -2.210 8.979
C 2.481 -2.429 9.118
C 1.915 -2.061 7.719
C 3.128 -1.784 6.890
C 3.326 -1.677 5.527
C 4.605 -1.391 5.031
C 4.808 -1.349 3.522
O 4.259 -0.196 3.003
C 2.892 -0.142 2.767
C 2.094 -1.289 2.627
C 0.710 -1.152 2.510
C 0.117 0.108 2.453
C -1.404 0.287 2.282
C -2.000 1.070 3.460
C -2.167 -1.045 2.201
C -1.700 1.056 0.986
C 0.942 1.246 2.549
C 2.319 1.130 2.682
C 6.256 -1.483 3.026
C 7.118 -2.403 3.668
C 8.446 -2.540 3.286
C 8.891 -1.806 2.178
C 8.017 -0.942 1.471
C 6.702 -0.792 1.889
C 8.764 -0.326 0.341
C 10.180 -0.944 0.429
N 10.125 -1.795 1.599
C 11.275 -2.558 2.005
C 5.668 -1.144 5.921
C 5.544 -1.461 7.265
C 4.263 -1.781 7.738
H 5.831 -2.725 9.634
H 4.825 -1.868 10.840
H 4.480 -3.563 10.450
H 2.287 -3.477 9.395
H 2.082 -1.795 9.923
H 1.293 -2.874 7.332
H 1.282 -1.166 7.827
H 2.490 -1.835 4.848
H 4.302 -2.244 3.116
H 2.522 -2.288 2.680
H 0.115 -2.073 2.463
H -1.532 2.051 3.587
H -3.071 1.223 3.269
H -1.907 0.498 4.392
H -1.829 -1.653 1.352
H -2.078 -1.620 3.133
H -3.233 -0.820 2.047
H -1.360 0.479 0.117
H -2.784 1.201 0.889
H -1.220 2.039 0.978
H 0.497 2.244 2.512
H 2.962 2.000 2.769
H 6.719 -2.993 4.500
H 9.136 -3.201 3.815
H 6.030 -0.128 1.338
H 8.306 -0.558 -0.628
H 8.824 0.764 0.439
H 10.967 -0.187 0.544
H 10.442 -1.532 -0.462
H 11.203 -2.835 3.062
H 11.390 -3.476 1.409
H 12.181 -1.961 1.851
H 6.609 -0.750 5.533
H 6.395 -1.448 7.947
*
```

E_LUMO   0.78 eV
SMILES string   CN1CCc2cc(C(Oc3ccc(C(C)(C)C)cc3)c3ccc4c(c3)CCN4C)ccc21

Mulliken population analysis, charges in e, atoms 1 to 2: number 1, C, carries -1.0262; number 2, N, carries 0.0525